DFT (ωB97M-V/def2-TZVPD) results for a 2-piece molecular cluster, C3H10NOS2 overall in a non-equilibrium geometry.

XYZ file:
```
17
Properties=species:S:1:pos:R:3:forces:R:3:nbo_charge:R:1
C -0.181 -1.936 0.964 -0.6 -2.4 0.1 -0.7688
S 1.589 -2.151 0.616 0.1 0.1 -0.2 0.0429
S 1.614 -1.514 -1.365 -0.9 1.4 0.4 -0.1110
H -0.561 -1.259 0.210 -0.2 0.5 0.0 0.2999
H -0.268 -1.509 1.977 -0.1 -0.2 -0.5 0.2228
H -0.720 -2.969 0.854 0.9 1.9 0.5 0.1928
H 2.313 -2.448 -1.906 0.9 -1.6 -0.4 0.0857
C 0.821 1.351 -0.097 0.6 -0.6 0.4 -0.4302
N -0.375 0.683 -0.601 -0.3 0.8 -0.9 -0.7304
C -1.588 1.425 0.070 0.7 0.0 -0.2 0.1477
O -1.488 2.724 -0.031 -0.3 0.4 0.1 -0.9299
H 1.093 2.253 -0.667 -0.1 -0.1 0.4 0.1776
H 1.706 0.674 -0.073 -0.5 0.5 0.0 0.1563
H 0.511 1.592 0.909 0.7 0.6 0.5 0.1965
H -0.395 1.071 -1.561 -0.7 -0.7 0.4 0.3355
H -1.626 1.042 1.152 0.3 -0.1 -0.5 0.0432
H -2.445 0.970 -0.452 -0.5 -0.3 -0.2 0.0694
```
Forces are in eV/Å.

Results
ΔE to the lowest compared entry with this formula, charge and spin: 68.26 kcal per mole
F_max: 2.50 eV/A
HOMO-LUMO gap: 5.607 eV
HOMO energy: -0.100 Eh
M: 140.25 g/mol
charge: -1